(1)
Formula: C14H9FN2O2S2
Source: the Open Molecules 2025 dataset
Level of theory: ωB97M-V/def2-TZVPD

The geometry in XYZ format:
```
30
C14H9FN2O2S2 | the Open Molecules 2025 dataset | ωB97M-V/def2-TZVPD
C 0.2009 -2.1784 -0.7512
C 1.6787 -1.7394 -0.4835
C 2.7803 -2.4405 -0.4103
S 4.1165 -1.7389 0.0298
C 3.2243 -0.3781 -0.0307
C 1.7935 -0.4617 -0.1360
N 0.8247 0.4779 -0.0640
C 1.1651 1.8442 -0.1047
N 0.1778 2.8240 -0.1259
C -1.1009 2.6237 -0.2313
O -1.8420 3.8327 -0.5379
C -1.8350 1.4352 -0.0386
C -1.4787 0.5274 1.1711
C -2.0956 -0.4047 1.6082
C -2.9654 -1.0715 0.4955
C -3.2821 -0.4731 -0.4633
C -2.5673 0.6088 -0.8060
H -2.8309 1.2280 -1.7084
H -3.7754 -0.7988 -1.3600
F -3.5690 -2.1913 1.0111
H -2.0047 -0.9995 2.4216
H -0.9706 1.2625 2.1704
H 0.5641 3.8695 -0.0088
S 2.7215 2.5269 0.6083
C 3.8812 1.1686 0.2012
O 5.1213 1.1970 0.6965
H 2.6725 -3.7744 -0.5554
H -0.3519 -2.3201 0.0291
H 0.1057 -3.0612 -1.4051
H -0.3587 -1.3948 -1.2217
```

Output
energy = -46115.3501 eV
Kohn-Sham gap = 0.2693 Eh


(2)
Formula: C14H9FN4O
Source: the Open Molecules 2025 dataset
Level of theory: ωB97M-V/def2-TZVPD

The geometry in XYZ format:
```
29
C14H9FN4O | the Open Molecules 2025 dataset | ωB97M-V/def2-TZVPD
C -1.4607 4.5538 2.9277
N -1.5248 3.6142 1.8216
C -2.0816 3.8268 0.6255
C -1.6133 2.9125 -0.3228
C -0.7011 1.9797 0.3705
C 0.1308 0.9239 -0.0118
C 0.8587 0.2738 0.9778
C 1.5854 -0.9931 0.7000
N 1.9414 -2.0011 1.5213
C 2.3796 -2.9848 0.6155
C 2.6999 -4.3234 0.8363
C 2.7291 -5.2220 -0.2333
C 2.3881 -4.6540 -1.4730
F 2.5695 -5.4328 -2.6183
N 2.2423 -3.3317 -1.7442
C 2.1488 -2.6036 -0.6906
O 1.8817 -1.3174 -0.6118
N 0.8508 0.7219 2.2974
C 0.1107 1.8213 2.6894
C -0.7246 2.4197 1.7613
H -1.7436 5.5396 2.5500
H -0.4858 4.5967 3.3566
H -2.2031 4.2791 3.6704
H -2.7813 4.6432 0.4887
H -1.9927 2.8658 -1.2724
H 0.2112 0.6184 -1.0691
H 2.8307 -4.4914 1.8854
H 2.9650 -6.2489 -0.1331
H 0.1272 2.2481 3.6829
```

Output
energy = -25388.1507 eV
Kohn-Sham gap = 0.3030 Eh
energy relative to the best compared isomer or geometry (same formula, charge and spin) = 0.768 eV


(3)
Formula: C15H10Cl16N3O4S
Source: the Open Molecules 2025 dataset
Level of theory: ωB97M-V/def2-TZVPD

The geometry in XYZ format:
```
49
C15H10Cl16N3O4S | the Open Molecules 2025 dataset | ωB97M-V/def2-TZVPD
C 1.9668 -0.7069 -0.2395
C 1.4726 0.3556 -1.2762
O 2.1805 0.5900 -2.2161
O 0.2546 1.0379 -1.0936
C 0.6332 2.3227 -0.5151
C -0.3050 2.8376 0.6299
C 0.4618 3.9545 1.4678
O 1.5286 3.6898 2.0564
O -0.0947 5.1115 1.5375
N -0.7564 1.8143 1.6064
N 0.2356 0.8480 1.9008
C 0.2509 0.5143 3.0734
S 0.1765 0.3459 4.6709
C -2.0405 1.2307 1.2698
C -3.2772 1.9668 1.6419
C -4.4713 1.2297 1.2478
C -4.3573 -0.0178 0.5436
N -3.2593 -0.7328 0.1726
C -2.1454 -0.0337 0.6040
H 1.1923 -1.4990 -0.0783
H 2.2386 -0.2398 0.7368
H 2.8787 -1.2287 -0.6315
H 1.7169 2.3551 -0.2094
H 0.5474 3.0755 -1.3519
H -1.2055 3.3267 0.1946
H -3.3153 2.9466 2.1556
H -5.4760 1.6358 1.4923
H -5.3283 -0.4955 0.2464
H -1.1418 -0.5461 0.3867
C 5.2554 1.3641 0.8502
Cl 5.4947 0.0459 -0.3134
Cl 4.1830 2.5835 0.1542
Cl 4.5326 0.7195 2.3344
Cl 6.8242 2.1028 1.2310
C -1.5525 -4.2640 -1.0033
Cl -0.1051 -4.9892 -1.7294
Cl -2.1953 -5.3518 0.2422
Cl -1.1317 -2.7110 -0.2700
Cl -2.7789 -4.0118 -2.2571
C 3.1947 -7.8140 -0.7533
Cl 2.0547 -7.2362 0.4722
Cl 3.0085 -9.5660 -0.9553
Cl 2.8658 -7.0042 -2.2949
Cl 4.8511 -7.4517 -0.2379
C -3.0120 3.5785 -3.0979
Cl -2.5793 2.4820 -4.4232
Cl -1.7137 4.7590 -2.8591
Cl -4.5179 4.4283 -3.5020
Cl -3.2395 2.6474 -1.6114
```

Output
energy = -239568.6126 eV
Kohn-Sham gap = 0.2292 Eh
charge = -1


(4)
Formula: C15H10Cl2N2O2
Source: the Open Molecules 2025 dataset
Level of theory: ωB97M-V/def2-TZVPD

The geometry in XYZ format:
```
31
C15H10Cl2N2O2 | the Open Molecules 2025 dataset | ωB97M-V/def2-TZVPD
H -0.2007 3.3409 -2.5355
N -0.0177 2.8029 -1.7005
C -0.6046 3.0602 -0.5678
C -1.6943 4.0703 -0.3872
C -2.0123 4.4032 0.8516
C -1.2790 4.0063 1.9990
C -0.3594 3.0048 1.7673
N -0.2782 2.3354 0.5451
C 0.6631 1.3092 0.5679
O 1.4507 1.2736 1.4586
C 0.4351 -0.1028 -0.0857
C 1.4891 -0.9691 -0.0285
C 1.2899 -2.3519 -0.3194
C 2.2200 -3.3350 0.0105
C 1.9121 -4.7510 -0.0937
Cl 3.2015 -5.8486 0.4230
C 0.6190 -5.1438 -0.5402
C -0.2832 -4.1485 -0.9830
Cl -1.7957 -4.6433 -1.6728
C 0.0322 -2.8007 -0.9163
O -0.9106 -1.8500 -1.3081
C -0.8733 -0.5453 -0.6929
H -2.1637 4.5196 -1.2576
H -2.8860 5.1388 1.1016
H -1.2524 4.6921 2.8480
H 0.1749 2.6753 2.6170
H 2.4287 -0.6418 0.4428
H 3.1911 -3.1253 0.4000
H 0.2294 -6.1438 -0.5103
H -1.0473 0.1950 -1.4772
H -1.6785 -0.4268 0.0444
```

Output
energy = -47834.7346 eV
Kohn-Sham gap = 0.2860 Eh
energy relative to the best compared isomer or geometry (same formula, charge and spin) = 0.878 eV


(5)
Formula: C15H10F3N3OS
Source: the Open Molecules 2025 dataset
Level of theory: ωB97M-V/def2-TZVPD

The geometry in XYZ format:
```
33
C15H10F3N3OS | the Open Molecules 2025 dataset | ωB97M-V/def2-TZVPD
N 4.6306 2.9097 -1.4647
C 3.2807 3.0532 -1.5315
S 2.7993 4.5398 -2.1022
C 2.3556 1.9674 -1.0922
C 2.8457 0.7792 -0.5656
C 1.9831 -0.2395 -0.1781
C 0.5698 -0.0857 -0.2329
N -0.2416 -1.1635 0.1255
N 0.1310 -2.4241 -0.2489
C -0.9153 -3.2048 -0.1938
C -0.9460 -4.6783 -0.5636
F -0.7305 -5.4405 0.5704
F -0.0505 -4.9532 -1.5827
F -2.1400 -5.0717 -1.0948
C -2.0122 -2.4720 0.3992
C -1.5645 -1.1916 0.5979
C -2.3491 -0.1501 1.2413
C -1.9309 1.0311 1.7757
C -3.0522 1.6001 2.4636
C -4.1211 0.7778 2.1415
O -3.6840 -0.3286 1.4635
C 0.1017 1.1306 -0.7496
C 0.9699 2.1245 -1.1919
H 5.1770 3.6746 -1.8458
H 5.0446 1.9926 -1.2355
H 3.9057 0.5882 -0.4386
H 2.4351 -1.1357 0.1884
H -2.9547 -2.9102 0.6236
H -0.9047 1.3934 1.7837
H -3.0572 2.4964 3.0444
H -5.1513 1.0211 2.3595
H -0.9720 1.3173 -0.8428
H 0.5479 3.0526 -1.6229
```

Output
energy = -41221.7405 eV
Kohn-Sham gap = 0.2901 Eh
energy relative to the best compared isomer or geometry (same formula, charge and spin) = 0.000 eV


(6)
Formula: C15H10F4O5
Source: the Open Molecules 2025 dataset
Level of theory: ωB97M-V/def2-TZVPD

The geometry in XYZ format:
```
34
C15H10F4O5 | the Open Molecules 2025 dataset | ωB97M-V/def2-TZVPD
O 2.9907 1.0468 -1.6961
C 1.9988 0.2822 -1.5779
C 2.1295 -1.3286 -1.5457
C 1.0707 -2.1217 -2.0688
C 1.0428 -3.7207 -2.0599
F 2.1911 -4.2390 -1.4014
F 0.7887 -4.3015 -3.3339
C -0.2356 -4.1358 -1.1259
F -1.3402 -4.6053 -1.8845
F 0.0851 -5.1349 -0.1664
C -0.2221 -1.4047 -2.7292
O -0.8063 -1.8530 -3.7396
C -0.6699 -0.0459 -1.9815
C -2.1724 0.2827 -1.8681
C -2.5362 1.6018 -1.0925
C -1.3914 2.5038 -0.5233
C 0.1332 2.1375 -0.6591
C 0.4900 0.8242 -1.3951
H 3.0423 -1.8665 -1.1168
H -0.5490 -3.1914 -0.5381
H -2.9575 -0.4089 -2.3226
H -3.6280 1.8903 -0.9413
H -1.6205 3.4760 0.0461
H 0.9385 2.8202 -0.2253
O 1.5086 0.5600 1.9358
C 0.8891 1.2712 2.6770
O 0.9878 2.6293 2.7030
C -0.0546 3.1081 3.5414
C -0.3467 1.9316 4.4224
O -0.0031 0.8239 3.6022
H 0.2723 3.9821 4.1067
H -0.9095 3.3872 2.9182
H 0.2788 1.9148 5.3197
H -1.3951 1.8840 4.7205
```

Output
energy = -36818.1262 eV
Kohn-Sham gap = 0.2997 Eh


Kohn-Sham gap of number 6 (C15H10F4O5)?
0.2997 Eh


The highest energy belongs to which entry?
C14H9FN4O


Kohn-Sham gap of number 5 (C15H10F3N3OS)?
0.2901 Eh